DFT (wB97M-V/def2-TZVPD) results for a molecular structure, C25H24MoN3O4.

Last column: natural (NBO) charge in e.
Cartesian coordinates (Å):
Mo 0.137 0.498 -0.149  1.794
C -2.733 -2.465 0.621  -0.640
C -2.630 -1.508 1.773  -0.017
C -3.014 -1.891 3.050  -0.199
C -3.017 -0.978 4.095  -0.169
C -2.663 0.341 3.874  -0.198
C -2.265 0.770 2.611  -0.029
C -1.959 2.218 2.359  -0.643
C -2.227 -0.180 1.586  0.146
N -1.763 0.211 0.287  -0.703
C -2.701 0.532 -0.707  0.652
O -3.868 0.742 -0.536  -0.498
C -2.055 0.507 -2.071  0.147
C -2.664 0.568 -3.307  -0.173
C -1.877 0.298 -4.426  -0.108
C -0.541 -0.077 -4.298  -0.175
C 0.001 -0.090 -3.028  0.130
N -0.753 0.265 -1.994  -0.424
C 1.352 -0.595 -2.581  0.649
O 2.191 -1.018 -3.324  -0.499
N 1.425 -0.551 -1.189  -0.695
C 2.557 -1.039 -0.460  0.142
C 3.704 -0.239 -0.368  -0.005
C 3.815 1.079 -1.079  -0.645
C 4.757 -0.711 0.409  -0.210
C 4.668 -1.928 1.061  -0.159
C 3.525 -2.708 0.946  -0.202
C 2.447 -2.277 0.187  -0.021
C 1.216 -3.121 0.039  -0.632
H -2.851 -3.486 0.979  0.236
H -1.860 -2.436 -0.033  0.204
H -3.606 -2.226 0.009  0.235
H -3.326 -2.913 3.224  0.222
H -3.317 -1.295 5.085  0.229
H -2.706 1.056 4.685  0.222
H -2.300 2.822 3.197  0.239
H -2.465 2.575 1.460  0.228
H -0.892 2.417 2.237  0.210
H -3.721 0.780 -3.380  0.267
H -2.324 0.337 -5.411  0.249
H 0.063 -0.368 -5.146  0.266
H 3.331 1.064 -2.053  0.222
H 4.863 1.328 -1.236  0.241
H 3.371 1.891 -0.495  0.219
H 5.657 -0.115 0.494  0.225
H 5.495 -2.277 1.665  0.230
H 3.469 -3.664 1.451  0.224
H 1.316 -4.045 0.605  0.239
H 1.042 -3.384 -1.006  0.231
H 0.317 -2.615 0.402  0.200
C 0.995 4.577 0.193  -0.727
C 0.435 3.313 -0.363  0.813
O -0.284 3.178 -1.318  -0.575
O 0.811 2.202 0.355  -0.732
H 0.638 5.423 -0.386  0.256
H 2.084 4.533 0.168  0.256
H 0.699 4.676 1.237  0.255

- net charge = +1
- relative energy (zero: lowest compared OMol25 entry of this formula, charge and spin) (kcal per mole) = 0.0
- ⟨S²⟩ = 2.01
- multiplicity = 3
- gap between HOMO and LUMO (spin up / spin down) (eV) = 7.3 / 7.0
- largest force on an atom (eV Å⁻¹) = 0.49
- HOMO energy (spin up / spin down) (eV) = -11.9 / -11.9